58
Properties=species:S:1:pos:R:3 method="wB97M-V/def2-TZVPD" e_above_lowest_kcal_mol=0.00 orbital_gap_ev=7.750 charge=-1 max_force_ha_per_bohr=0.0211 multiplicity=1
Ag 0.375 -0.225 -0.305
S -6.380 2.268 3.119
N -5.119 3.118 2.565
C -4.223 2.241 2.142
C -2.925 2.567 1.567
C -2.482 3.877 1.400
C -1.228 4.091 0.876
C -0.448 2.980 0.550
N -0.865 1.737 0.700
C -2.089 1.519 1.182
C -2.536 0.110 1.311
N -1.710 -0.831 0.863
C -2.026 -2.102 1.032
C -3.222 -2.509 1.627
C -4.106 -1.544 2.052
C -3.762 -0.202 1.902
C -4.627 0.892 2.319
N -5.822 0.769 2.872
H -3.132 4.695 1.682
H -0.842 5.088 0.720
H 0.553 3.098 0.151
H -1.296 -2.823 0.690
H -3.436 -3.562 1.740
H -5.054 -1.801 2.507
F 1.599 -0.629 -3.681
C 2.284 0.504 -3.648
F 2.271 1.037 -4.876
F 3.554 0.248 -3.318
S 1.585 1.727 -2.433
O 2.134 1.360 -1.148
O 1.982 2.993 -2.974
N 0.014 1.635 -2.478
S -1.186 0.631 -2.632
O -2.335 1.148 -1.945
O -0.895 -0.777 -2.505
C -1.594 0.880 -4.405
F -1.875 2.156 -4.668
F -2.672 0.138 -4.711
F -0.589 0.500 -5.200
C 2.928 -3.894 0.476
N 3.691 -2.666 0.377
C 4.831 -2.501 1.255
C 3.248 -1.653 -0.378
O 2.246 -1.685 -1.083
H 3.423 -4.702 -0.071
H 1.939 -3.721 0.062
H 2.823 -4.150 1.530
H 5.606 -3.237 1.021
H 4.513 -2.611 2.294
H 5.246 -1.503 1.121
H 3.867 -0.745 -0.303
F 2.103 0.124 4.301
C 2.361 -0.194 3.013
F 3.706 -0.104 2.850
F 1.829 0.791 2.264
C 1.847 -1.624 2.652
O 2.385 -2.523 3.310
O 0.985 -1.673 1.759